CH4ClHgO | the ωB97M-V functional and the def2-TZVPD basis

Orbital gap, eV: 2.2
Net charge: +1
Relative energy (zero: lowest compared OMol25 entry of this formula, charge and spin), kcal per mole: 76.1
2S+1: 1

Each line ends with the Mulliken charge.
CARTESIAN COORDINATES (ANGSTROEM)
1 Hg -23.28 -18.11 -6.35  0.6616
2 Cl -26.97 -20.57 -5.69  0.1075
3 C -26.96 -26.31 -3.14  -0.4326
4 O -28.06 -25.63 -3.68  -0.4006
5 H -27.19 -27.22 -2.58  0.2396
6 H -26.39 -26.68 -3.99  0.2450
7 H -26.45 -25.51 -2.60  0.2420
8 H -27.72 -25.05 -4.37  0.3373



C25H18ClNO4PZn | the ωB97M-V functional and the def2-TZVPD basis

Orbital gap, eV: 5.4
Net charge: -1
Relative energy (zero: lowest compared OMol25 entry of this formula, charge and spin), kcal per mole: 0.0
2S+1: 1

Each line ends with the Mulliken charge.
CARTESIAN COORDINATES (ANGSTROEM)
1 Zn 1.02 1.00 1.01  -0.0866
2 O -1.28 3.62 -0.55  -0.8038
3 C -0.50 2.85 0.10  0.6055
4 O 0.24 1.91 -0.36  -0.5529
5 C -0.34 3.04 1.57  0.3403
6 C -0.53 4.23 2.26  -1.0403
7 C 0.08 4.37 3.51  -0.0325
8 C 0.95 3.37 3.97  -0.9298
9 C 1.07 2.22 3.20  0.6985
10 N 0.29 2.01 2.14  0.7901
11 C 2.23 1.27 3.25  0.2024
12 O 2.92 1.19 4.32  -0.8112
13 O 2.42 0.65 2.15  -0.2950
14 H -1.06 5.05 1.78  0.4869
15 H -0.02 5.30 4.06  0.3955
16 H 1.58 3.51 4.83  0.5091
17 Cl 0.20 -0.42 2.46  -0.1723
18 C -0.56 -1.80 1.77  0.8893
19 C -1.12 -2.80 2.55  -0.6694
20 C -1.73 -3.88 1.92  -0.4458
21 C -1.78 -3.95 0.53  -0.7481
22 C -1.21 -2.93 -0.25  -0.2707
23 C -0.59 -1.84 0.38  -0.8126
24 P 0.20 -0.43 -0.44  1.4596
25 C 1.39 -1.31 -1.48  0.4243
26 C 2.65 -1.58 -0.90  -0.4174
27 C 3.63 -2.29 -1.60  -0.7970
28 C 3.38 -2.74 -2.89  -0.4069
29 C 2.14 -2.48 -3.48  -0.7540
30 C 1.15 -1.79 -2.77  -0.1359
31 C -1.14 0.23 -1.47  0.0810
32 C -2.46 0.28 -0.98  -0.3746
33 C -3.50 0.85 -1.72  -0.6913
34 C -3.23 1.41 -2.97  -0.4684
35 C -1.93 1.41 -3.46  -0.7653
36 C -0.89 0.84 -2.71  -0.2201
37 H -1.09 -2.74 3.64  0.4730
38 H -2.18 -4.68 2.52  0.3624
39 H -2.25 -4.79 0.04  0.3845
40 H -1.25 -3.00 -1.33  0.3876
41 H 2.88 -1.25 0.11  0.2220
42 H 4.59 -2.49 -1.13  0.3990
43 H 4.14 -3.28 -3.44  0.3528
44 H 1.94 -2.84 -4.49  0.3810
45 H 0.19 -1.64 -3.25  0.3807
46 H -2.70 -0.11 0.00  0.3469
47 H -4.50 0.87 -1.31  0.3796
48 H -4.04 1.86 -3.54  0.3611
49 H -1.72 1.86 -4.43  0.3711
50 H 0.12 0.90 -3.11  0.5442
51 H 2.19 1.00 0.00  -0.5265



C4H19NO6S2 | the ωB97M-V functional and the def2-TZVPD basis

Orbital gap, eV: 9.5
SMILES: CNC(=O)CCSS.O.O.O.O.O
Relative energy (zero: lowest compared OMol25 entry of this formula, charge and spin), kcal per mole: 8.0
2S+1: 1

Each line ends with the Mulliken charge.
CARTESIAN COORDINATES (ANGSTROEM)
1 C 1.09 -2.74 1.31  -0.9292
2 N 0.77 -2.04 0.09  -0.0389
3 C 0.75 -0.70 -0.13  0.6328
4 O 0.42 -0.35 -1.27  -0.8689
5 C 1.43 0.23 0.83  -0.8539
6 C 0.62 0.63 2.06  -0.6264
7 S -0.88 1.58 1.66  -0.0232
8 S -0.90 3.42 0.91  -0.1963
9 H 1.81 -3.55 1.16  0.3411
10 H 0.21 -3.19 1.78  0.2790
11 H 1.53 -2.06 2.03  0.2839
12 H 0.51 -2.57 -0.73  0.3131
13 H 2.39 -0.21 1.12  0.4783
14 H 1.69 1.14 0.31  0.2433
15 H 0.43 -0.26 2.68  0.2889
16 H 1.20 1.15 2.83  0.4448
17 H -0.73 3.44 -0.42  0.1353
18 O -2.87 -2.77 -0.85  -0.6687
19 H -2.62 -3.14 0.01  0.3079
20 H -2.05 -2.36 -1.15  0.3615
21 O -0.70 -1.99 -3.15  -0.6212
22 H -0.61 -1.26 -2.52  0.3950
23 H -1.55 -2.05 -3.58  0.3031
24 O 2.21 0.60 -3.07  -0.7065
25 H 1.51 0.88 -2.47  0.3774
26 H 2.07 -0.34 -3.20  0.3285
27 O 3.94 1.19 -0.94  -0.6523
28 H 3.63 0.97 -1.84  0.3725
29 H 4.04 2.15 -0.96  0.3015
30 O -3.78 -1.47 1.55  -0.6123
31 H -2.85 -1.50 1.31  0.2522
32 H -4.08 -1.18 0.67  0.3577



C26H36BrN6O5PSSn | the ωB97M-V functional and the def2-TZVPD basis

Orbital gap, eV: 8.2
Net charge: +2
Relative energy (zero: lowest compared OMol25 entry of this formula, charge and spin), kcal per mole: 38.3
2S+1: 1

Each line ends with the Mulliken charge.
CARTESIAN COORDINATES (ANGSTROEM)
1 Sn -0.30 0.58 -1.36  0.6524
2 N -0.83 -2.86 1.54  -0.3024
3 C -0.50 -1.57 1.56  0.6190
4 S -1.58 -0.47 0.73  -0.3810
5 N 0.59 -1.29 2.26  -1.3062
6 N 0.94 0.01 2.24  0.9732
7 C 0.25 0.99 2.68  -0.7299
8 C 0.59 2.41 2.44  0.6371
9 C 0.58 3.32 3.48  -0.6966
10 C 0.90 4.64 3.18  -0.5012
11 C 1.18 4.98 1.87  -0.7180
12 C 1.12 3.99 0.90  -0.5085
13 N 0.84 2.72 1.16  0.3074
14 H -1.70 -3.14 1.11  0.2380
15 H -0.32 -3.52 2.10  0.2695
16 H -0.64 0.71 3.23  0.6308
17 H 0.35 3.01 4.48  0.5543
18 H 0.93 5.38 3.97  0.4569
19 H 1.43 6.00 1.60  0.4649
20 H 1.32 4.23 -0.14  0.5025
21 O -0.21 -1.68 -2.01  -0.1919
22 C -0.18 -2.09 -3.38  -0.6317
23 C -0.88 -1.06 -4.22  0.5799
24 C -1.31 -1.35 -5.50  -0.9591
25 C -1.90 -0.34 -6.24  -0.3150
26 C -2.05 0.92 -5.68  -0.9497
27 C -1.60 1.12 -4.39  -0.2100
28 N -1.03 0.14 -3.67  0.3649
29 H 0.60 -1.95 -1.53  0.2363
30 H -0.68 -3.06 -3.48  0.3714
31 H 0.86 -2.20 -3.71  0.3713
32 H -1.18 -2.34 -5.91  0.4686
33 H -2.25 -0.54 -7.25  0.4520
34 H -2.50 1.73 -6.23  0.4424
35 H -1.70 2.08 -3.91  0.5019
36 Br -3.89 -0.90 -2.25  -0.0096
37 C -3.85 0.88 -1.62  0.1925
38 C -5.05 1.56 -1.49  -0.6630
39 C -5.02 2.86 -1.02  -0.3048
40 C -3.80 3.43 -0.70  -0.8389
41 C -2.66 2.68 -0.87  -0.1180
42 N -2.67 1.42 -1.33  0.1605
43 H -5.98 1.07 -1.75  0.4751
44 H -5.94 3.41 -0.91  0.4169
45 H -3.73 4.45 -0.33  0.4719
46 H -1.68 3.09 -0.63  0.3401
47 C 2.65 -3.96 0.61  -1.1588
48 C 3.88 -3.08 0.65  1.4105
49 C 4.90 -3.60 1.64  -1.5657
50 C 4.48 -2.86 -0.73  -1.2572
51 O 3.46 -1.77 1.22  -0.3278
52 P 2.79 -0.58 0.50  0.1201
53 O 2.20 0.30 1.77  -0.2706
54 O 1.71 -0.90 -0.47  0.2299
55 O 3.82 0.40 -0.09  -0.0367
56 C 4.99 1.14 0.49  1.5371
57 C 4.46 2.49 0.91  -1.5578
58 C 5.95 1.25 -0.68  -1.6256
59 C 5.59 0.37 1.65  -1.4593
60 H 2.92 -4.96 0.25  0.5410
61 H 1.89 -3.55 -0.05  -0.0758
62 H 2.23 -4.06 1.62  0.2633
63 H 5.24 -4.59 1.33  0.4256
64 H 4.47 -3.67 2.63  0.3704
65 H 5.77 -2.95 1.68  0.3562
66 H 4.83 -3.82 -1.12  0.5462
67 H 5.34 -2.19 -0.67  0.2503
68 H 3.75 -2.46 -1.43  0.1589
69 H 3.98 2.99 0.07  0.3325
70 H 5.29 3.11 1.25  0.5187
71 H 3.75 2.40 1.73  0.2816
72 H 5.48 1.76 -1.52  0.3466
73 H 6.28 0.26 -1.00  0.3487
74 H 6.83 1.81 -0.37  0.4209
75 H 4.88 0.25 2.47  0.2915
76 H 6.45 0.93 2.02  0.5598
77 H 5.94 -0.61 1.33  0.2092



C5H10NO2 | the ωB97M-V functional and the def2-TZVPD basis

Orbital gap, eV: 7.5
Net charge: +1
Relative energy (zero: lowest compared OMol25 entry of this formula, charge and spin), kcal per mole: 142.1
2S+1: 1

Each line ends with the Mulliken charge.
CARTESIAN COORDINATES (ANGSTROEM)
1 C 0.89 0.48 1.82  0.7992
2 C -0.86 -0.01 -0.30  -0.7666
3 C -0.54 0.90 -1.36  0.5047
4 C -0.33 0.34 -2.80  -1.1714
5 C 1.71 -1.49 2.88  -0.6219
6 N -1.91 0.81 -0.91  -0.2953
7 O 0.95 1.63 1.91  -0.2196
8 O 0.82 -0.75 1.96  -0.2117
9 H -0.78 -1.14 -0.30  0.1806
10 H 0.11 1.82 -1.21  0.3240
11 H -0.98 -0.53 -2.88  0.3714
12 H 0.75 -0.10 -2.91  0.2701
13 H -0.42 1.23 -3.42  0.3370
14 H 1.01 -2.24 3.47  0.2523
15 H 2.18 -0.81 3.56  0.3676
16 H 2.47 -2.00 2.31  0.3053
17 H -2.65 0.39 -1.48  0.2872
18 H -2.42 1.48 -0.33  0.2871



C18H20N2O4 | the ωB97M-V functional and the def2-TZVPD basis

Orbital gap, eV: 9.1
SMILES: N[C@@H](Cc1ccc(O)cc1)C(=O)N[C@@H](Cc1ccccc1)C(=O)O
Relative energy (zero: lowest compared OMol25 entry of this formula, charge and spin), kcal per mole: 147.2
2S+1: 1

Each line ends with the Mulliken charge.
CARTESIAN COORDINATES (ANGSTROEM)
1 N 1.96 -1.72 -1.49  -0.6299
2 C 1.94 -2.35 -0.23  0.5597
3 C 3.16 -2.03 0.61  -0.9712
4 C 3.57 -0.59 0.61  0.1644
5 C 4.38 -0.14 -0.53  -0.3432
6 C 4.72 1.19 -0.73  -0.5025
7 C 4.24 2.15 0.15  0.6780
8 O 4.63 3.42 -0.18  -0.5227
9 C 3.23 1.79 1.09  -0.7190
10 C 3.03 0.45 1.39  -0.2698
11 C 0.61 -2.04 0.38  -0.0672
12 O 0.41 -2.08 1.59  -0.7565
13 N -0.26 -1.57 -0.62  0.0770
14 C -1.50 -0.95 -0.24  -0.2439
15 C -2.42 -0.27 -1.31  -0.6019
16 C -3.50 0.65 -0.50  0.4422
17 C -3.01 1.90 -0.11  -0.4137
18 C -3.76 2.96 0.50  -0.3677
19 C -5.14 2.82 0.53  -0.2152
20 C -5.71 1.53 0.06  -0.5337
21 C -4.89 0.39 -0.32  -0.2330
22 C -2.47 -2.13 0.35  0.5715
23 O -3.47 -2.46 -0.33  -0.6052
24 O -2.30 -2.72 1.54  -0.4905
25 H 2.33 -2.30 -2.24  0.2337
26 H 2.34 -0.69 -1.70  0.2662
27 H 1.73 -3.50 -0.19  0.2120
28 H 2.91 -2.52 1.63  0.3755
29 H 3.94 -2.55 0.17  0.4299
30 H 4.66 -0.90 -1.43  0.1944
31 H 5.32 1.83 -1.34  0.4227
32 H 4.13 4.12 0.23  0.2994
33 H 2.87 2.62 1.77  0.1995
34 H 2.55 0.28 2.34  0.4502
35 H 0.02 -1.81 -1.55  0.3370
36 H -1.32 0.04 0.40  0.1928
37 H -2.92 -1.14 -1.97  0.3680
38 H -1.62 0.14 -2.10  0.3478
39 H -1.92 1.96 0.07  0.2281
40 H -3.01 3.82 0.92  0.2045
41 H -5.71 3.73 1.17  0.1950
42 H -6.75 1.47 0.39  0.3052
43 H -5.47 -0.55 -0.72  0.2931
44 H -1.53 -2.26 1.93  0.4390



C2H7N3O | the ωB97M-V functional and the def2-TZVPD basis

Orbital gap, eV: 10.1
SMILES: [H]/N=C/N.NC=O
Relative energy (zero: lowest compared OMol25 entry of this formula, charge and spin), kcal per mole: 40.2
2S+1: 1

Each line ends with the Mulliken charge.
CARTESIAN COORDINATES (ANGSTROEM)
1 H -2.58 0.23 -0.99  0.2142
2 N -1.58 0.14 -0.54  -0.6703
3 C -1.50 -0.92 0.19  0.0241
4 N -0.50 -1.78 0.51  -0.3167
5 H -2.48 -1.32 0.42  0.3060
6 H -0.51 -2.46 1.20  0.1987
7 H 0.33 -1.30 0.10  0.2720
8 N 0.88 1.70 -0.33  -0.4220
9 C 1.97 0.96 0.15  0.0567
10 O 1.99 -0.26 0.40  -0.5971
11 H -0.01 1.19 -0.31  0.3105
12 H 1.16 2.20 -1.18  0.2469
13 H 2.81 1.61 0.39  0.3770



C34H50N4O15P2S2 | the ωB97M-V functional and the def2-TZVPD basis

Orbital gap, eV: 7.4
SMILES: CCC(=O)OCC[C@@H](CCCCCOC)O[C@@H](CN(C[SH](=O)=O)P(C)O)P(O)(O)=S.O=[N+]([O-])c1ccccc1.O=[N+]([O-])c1ccccc1.O=[N+]([O-])c1ccccc1
2S+1: 1

Each line ends with the Mulliken charge.
CARTESIAN COORDINATES (ANGSTROEM)
1 C 0.57 4.06 -0.09  -1.3013
2 C 1.57 2.91 -0.31  -0.3201
3 C 0.92 1.56 -0.12  0.6275
4 O -0.20 1.38 -0.35  -0.5048
5 O 1.67 0.49 0.29  -0.1641
6 C 2.72 0.15 -0.62  -0.8819
7 C 2.26 -0.13 -2.04  -0.5911
8 C 1.50 -1.47 -2.22  2.2321
9 C 0.69 -1.28 -3.51  -1.1651
10 C -0.63 -0.52 -3.16  0.0631
11 C -1.78 -0.85 -4.10  -0.9137
12 C -3.13 -0.25 -3.69  -0.9030
13 C -3.38 -0.23 -2.19  -0.4166
14 O -3.27 -1.53 -1.62  -0.2360
15 C -3.71 -1.52 -0.28  -0.7791
16 O 2.51 -2.48 -2.26  -0.6755
17 C 2.19 -3.76 -1.78  0.3552
18 C 2.05 -3.97 -0.23  -1.8481
19 N 2.02 -2.77 0.60  0.8012
20 C 0.75 -2.56 1.25  -1.2125
21 S 0.24 -3.80 2.50  1.0295
22 O 1.08 -4.97 2.53  -0.5821
23 O -1.12 -4.14 2.16  -0.6573
24 P 3.30 -2.74 1.81  -0.0480
25 C 4.94 -2.78 0.92  -0.6924
26 O 3.17 -1.22 2.50  -0.4475
27 P 0.70 -4.60 -2.53  0.2262
28 O 0.83 -6.13 -1.97  -0.5646
29 O 0.89 -4.76 -4.12  -0.5382
30 S -1.02 -3.93 -1.97  -0.2273
31 H 0.77 4.91 -0.74  0.3961
32 H -0.46 3.77 -0.26  0.2996
33 H 0.66 4.39 0.95  0.3051
34 H 1.98 3.01 -1.32  0.2543
35 H 2.42 3.07 0.36  0.3769
36 H 3.39 1.03 -0.67  0.4220
37 H 3.35 -0.66 -0.25  0.0308
38 H 3.18 -0.25 -2.64  -0.6814
39 H 1.71 0.69 -2.51  0.6554
40 H 0.83 -1.56 -1.36  -0.6635
41 H 0.41 -2.21 -4.01  0.3769
42 H 1.22 -0.68 -4.26  0.4201
43 H -0.37 0.54 -3.23  0.2527
44 H -0.87 -0.71 -2.11  0.2422
45 H -1.82 -1.93 -4.29  0.4248
46 H -1.52 -0.41 -5.08  0.3169
47 H -3.31 0.76 -4.07  0.3735
48 H -3.91 -0.88 -4.13  0.3358
49 H -2.67 0.43 -1.67  0.2193
50 H -4.39 0.17 -2.01  0.4979
51 H -3.64 -0.53 0.18  0.3335
52 H -4.76 -1.85 -0.19  0.3035
53 H -3.11 -2.20 0.33  0.1685
54 H 3.04 -4.40 -2.09  0.7947
55 H 1.16 -4.58 -0.03  0.4935
56 H 2.89 -4.60 0.11  0.3906
57 H -0.02 -2.55 0.47  0.1590
58 H 0.69 -1.58 1.74  0.7684
59 H 0.16 -3.18 3.72  0.1606
60 H 5.38 -1.78 0.97  0.3224
61 H 5.58 -3.43 1.51  0.4279
62 H 4.82 -3.15 -0.10  0.0301
63 H 3.62 -0.57 1.93  0.3224
64 H 0.05 -6.27 -1.40  0.3986
65 H 0.01 -4.80 -4.52  0.4058
66 O 5.68 0.69 -6.46  -0.6119
67 N 5.44 0.16 -5.39  1.0433
68 O 4.56 0.52 -4.62  -0.6136
69 C 6.25 -1.00 -4.99  -0.0207
70 C 7.28 -1.42 -5.82  -0.4995
71 C 8.06 -2.50 -5.44  -0.4415
72 C 7.80 -3.15 -4.24  -0.5232
73 C 6.76 -2.72 -3.42  -0.4784
74 C 5.98 -1.65 -3.80  0.1990
75 H 7.48 -0.92 -6.76  0.4615
76 H 8.87 -2.83 -6.07  0.3806
77 H 8.42 -3.99 -3.94  0.3931
78 H 6.57 -3.23 -2.49  0.3807
79 H 5.17 -1.32 -3.16  0.3182
80 O -1.59 7.15 1.13  -0.6169
81 N -1.98 6.10 1.59  1.0724
82 O -2.31 5.12 0.94  -0.5878
83 C -2.07 5.99 3.06  0.0559
84 C -1.74 7.08 3.84  -0.4842
85 C -1.85 6.98 5.22  -0.3875
86 C -2.28 5.79 5.80  -0.5006
87 C -2.60 4.70 5.00  -0.3550
88 C -2.49 4.79 3.62  -0.3771
89 H -1.41 8.00 3.39  0.4595
90 H -1.60 7.83 5.84  0.3743
91 H -2.37 5.71 6.87  0.4155
92 H -2.92 3.77 5.45  0.5094
93 H -2.74 3.94 3.00  0.5044
94 O -4.38 2.93 6.42  -0.6433
95 N -5.49 2.71 6.89  0.9617
96 O -5.80 2.95 8.04  -0.5923
97 C -6.50 2.10 6.02  0.1349
98 C -6.16 1.78 4.71  -0.2999
99 C -7.11 1.19 3.90  -0.5112
100 C -8.38 0.93 4.38  -0.4270
101 C -8.71 1.27 5.69  -0.4299
102 C -7.77 1.86 6.51  -0.3593
103 H -5.17 1.97 4.33  0.4861
104 H -6.85 0.92 2.88  0.4201
105 H -9.12 0.46 3.75  0.3740
106 H -9.71 1.07 6.07  0.3714
107 H -8.03 2.12 7.53  0.4455



Computed E, in the same sequence as the records: -728.82613; -3899.93134; -1466.36194; -5244.57768; -401.29860; -1108.21262; -319.88577; -4152.00092 Ha.